[1]
{
  "formula": "C4H12",
  "method": "ωB97M-V/def2-TZVPD",
  "e_above_lowest_kcal_mol": 5.2,
  "gap_ha": 0.47385,
  "charge": 0,
  "smiles": "CC.CC",
  "multiplicity": 1,
  "species": ["C", "C", "H", "H", "H", "H", "H", "H", "C", "C", "H", "H", "H", "H", "H", "H"],
  "positions_angstrom": [[-2.2607, -0.5214, 0.7602], [-0.8931, -0.6690, 1.4272], [-2.1468, -0.3179, -0.3112], [-2.8655, -1.4128, 0.8834], [-2.7915, 0.3516, 1.1278], [-0.9657, -1.2233, 2.3665], [-0.4671, 0.2837, 1.7216], [-0.2241, -1.2466, 0.7996], [1.6983, 1.1149, -0.5000], [1.4427, 0.1200, -1.6713], [1.1792, 0.6977, 0.3514], [2.7734, 1.1230, -0.2906], [1.4173, 2.1225, -0.7929], [0.4725, -0.3526, -1.5404], [2.2082, -0.6555, -1.6710], [1.4230, 0.5857, -2.6601]],
  "nbo_charge": [-0.61, -0.61, 0.20, 0.21, 0.20, 0.20, 0.20, 0.20, -0.61, -0.61, 0.21, 0.20, 0.21, 0.20, 0.20, 0.20]
}

---

[2]
{
  "formula": "C4H12",
  "method": "ωB97M-V/def2-TZVPD",
  "e_above_lowest_kcal_mol": 2.8,
  "gap_ha": 0.46533,
  "charge": 0,
  "smiles": "CC.CC",
  "multiplicity": 1,
  "species": ["C", "C", "H", "H", "H", "H", "H", "H", "C", "C", "H", "H", "H", "H", "H", "H"],
  "positions_angstrom": [[1.6866, -0.8254, 1.7294], [2.5811, -1.1015, 0.5458], [1.7021, 0.2091, 2.0467], [0.6251, -0.9290, 1.4733], [1.9382, -1.3786, 2.6222], [2.6639, -2.1681, 0.3509], [3.6152, -0.7936, 0.7302], [2.2342, -0.6693, -0.3928], [-2.2712, 1.0834, -0.4063], [-1.9755, 0.7875, -1.8621], [-1.4227, 1.5339, 0.1048], [-3.0785, 1.8194, -0.3154], [-2.5976, 0.2075, 0.1456], [-2.8328, 0.3546, -2.3740], [-1.0908, 0.1585, -1.9800], [-1.7772, 1.7115, -2.4182]],
  "nbo_charge": [-0.61, -0.61, 0.20, 0.20, 0.21, 0.20, 0.20, 0.20, -0.61, -0.61, 0.20, 0.20, 0.20, 0.20, 0.20, 0.20]
}

---

[3]
{
  "formula": "C4H12",
  "method": "ωB97M-V/def2-TZVPD",
  "e_above_lowest_kcal_mol": 27.7,
  "gap_ha": 0.46196,
  "charge": 0,
  "smiles": "CC.CC",
  "multiplicity": 1,
  "species": ["C", "C", "H", "H", "H", "H", "H", "H", "C", "C", "H", "H", "H", "H", "H", "H"],
  "positions_angstrom": [[-0.6896, -1.4488, 0.2727], [0.3844, -2.3647, 0.9927], [-1.6474, -1.8858, 0.6362], [-0.7494, -0.5412, 0.8058], [-0.6528, -1.1453, -0.6857], [0.4726, -3.3053, 0.5190], [0.0540, -2.5400, 1.9912], [1.3877, -1.9081, 0.9146], [-0.2552, 2.2594, -0.1807], [0.6272, 1.4703, -1.2775], [0.2997, 3.1030, 0.3221], [-1.2156, 2.4787, -0.5942], [-0.4624, 1.8072, 0.7276], [-0.0387, 0.6882, -1.6972], [1.5636, 1.1371, -0.8067], [0.9219, 2.1953, -1.9398]],
  "nbo_charge": [-0.61, -0.60, 0.20, 0.20, 0.20, 0.20, 0.20, 0.20, -0.62, -0.60, 0.20, 0.20, 0.20, 0.20, 0.21, 0.20]
}

---

[4]
{
  "formula": "C4H12",
  "method": "ωB97M-V/def2-TZVPD",
  "e_above_lowest_kcal_mol": 49.6,
  "gap_ha": 0.44882,
  "charge": 0,
  "smiles": "CC.CC",
  "multiplicity": 1,
  "species": ["C", "C", "H", "H", "H", "H", "H", "H", "C", "C", "H", "H", "H", "H", "H", "H"],
  "positions_angstrom": [[2.0628, -0.2313, 0.3240], [2.6841, -0.2964, 1.7116], [1.8441, -1.2432, -0.0481], [1.1426, 0.4465, 0.1651], [2.8243, 0.1954, -0.4214], [2.1927, -0.8280, 2.4393], [2.9161, 0.5642, 1.9179], [3.5111, -1.0843, 1.5285], [-3.0642, 0.7124, -0.8675], [-1.7775, -0.0769, -1.1920], [-3.8675, 0.0720, -0.7415], [-2.9497, 0.9907, 0.1375], [-3.1031, 1.5369, -1.5274], [-1.1803, 0.2526, -1.9195], [-2.1083, -1.0834, -1.1984], [-1.1272, 0.0725, -0.3080]],
  "nbo_charge": [-0.60, -0.57, 0.20, 0.20, 0.20, 0.20, 0.18, 0.19, -0.61, -0.60, 0.20, 0.20, 0.21, 0.20, 0.20, 0.19]
}

---

[5]
{
  "formula": "C4H12",
  "method": "ωB97M-V/def2-TZVPD",
  "e_above_lowest_kcal_mol": 4.6,
  "gap_ha": 0.47028,
  "charge": 0,
  "smiles": "CC.CC",
  "multiplicity": 1,
  "species": ["C", "C", "H", "H", "H", "H", "H", "H", "C", "C", "H", "H", "H", "H", "H", "H"],
  "positions_angstrom": [[-2.0608, 0.5095, 1.0867], [-2.6284, -0.3866, -0.0094], [-2.8303, 1.0701, 1.6106], [-1.5210, -0.0397, 1.8694], [-1.3339, 1.2613, 0.7496], [-2.2227, -1.4010, 0.0599], [-2.3132, -0.0498, -1.0033], [-3.7173, -0.3953, -0.0631], [1.8193, -0.4686, -0.1831], [2.8742, 0.3643, -0.8859], [0.8471, 0.0116, -0.1280], [1.6266, -1.4279, -0.6784], [2.1675, -0.6199, 0.8381], [2.6964, 0.5133, -1.9429], [2.9269, 1.3453, -0.4252], [3.8380, -0.1019, -0.7249]],
  "nbo_charge": [-0.62, -0.62, 0.21, 0.21, 0.21, 0.21, 0.21, 0.21, -0.60, -0.60, 0.20, 0.20, 0.20, 0.20, 0.20, 0.20]
}

---

[6]
{
  "formula": "C4H12",
  "method": "ωB97M-V/def2-TZVPD",
  "e_above_lowest_kcal_mol": 32.6,
  "gap_ha": 0.45449,
  "charge": 0,
  "smiles": "CC.CC",
  "multiplicity": 1,
  "species": ["C", "C", "H", "H", "H", "H", "H", "H", "C", "C", "H", "H", "H", "H", "H", "H"],
  "positions_angstrom": [[-0.7828, 2.5642, -0.1956], [-1.6055, 1.4776, 0.5806], [-0.6228, 2.3619, -1.2006], [-1.3141, 3.4597, -0.2309], [0.0570, 2.7870, 0.4067], [-2.2172, 1.0639, -0.2487], [-1.0006, 0.5607, 1.0145], [-2.3793, 1.7192, 1.2423], [1.3348, -2.5503, 0.4130], [1.1221, -1.5008, -0.7575], [0.5194, -2.1021, 1.0350], [0.8702, -3.4984, 0.0482], [2.2894, -2.5378, 0.9305], [0.1628, -1.7209, -1.3378], [1.8850, -1.5921, -1.4521], [1.3387, -0.4463, -0.4499]],
  "nbo_charge": [-0.61, -0.62, 0.21, 0.20, 0.20, 0.20, 0.20, 0.21, -0.63, -0.61, 0.20, 0.21, 0.22, 0.21, 0.19, 0.20]
}

---

no.,DFT total energy (eV),HOMO energy (eV)
1,-4342.3047,-11.687
2,-4342.4069,-11.602
3,-4341.3271,-11.414
4,-4340.3776,-11.096
5,-4342.3286,-11.673
6,-4341.1136,-11.256